(1)
A cluster of 2 separate species, H4P2S in total, computed with wB97M-V/def2-TZVPD.

Element x y z (Å)
P -1.983 -0.276 -0.781
P 1.415 0.353 0.838
S 2.297 1.524 -0.427
H -2.314 -0.398 0.518
H -0.901 0.537 -0.611
H 2.576 -0.347 1.209
H -1.090 -1.393 -0.747

Its lowest unoccupied orbital energy is -0.05838 Ha. As for the multiplicity: 1. The electronic energy comes out at -1083.21720 Ha. Its SMILES is P=S.P. For the energy above the lowest of the compared OMol25 structures with the same formula, charge and spin, the calculation gives 20.7 kcal per mole. The HOMO-LUMO gap is 7.4 eV. For the strongest force on any atom, the calculation gives 2.282 eV/A.



(2)
A cluster of 2 separate species, H4S2 in total, computed with wB97M-V/def2-TZVPD.

Element x y z (Å)
S -3.237 -2.593 -0.436
H -2.479 -2.069 -1.393
H -3.793 -3.357 -1.414
S 3.274 2.556 0.475
H 3.624 3.477 1.356
H 2.057 2.539 0.832

Its lowest unoccupied orbital energy (alpha / beta) is 0.11230 / 0.12312 Ha. As for the multiplicity: 2. The electronic energy comes out at -798.70121 Ha. For the energy above the lowest of the compared OMol25 structures with the same formula, charge and spin, the calculation gives 8.5 kcal per mole. The HOMO-LUMO gap (alpha / beta) is 1.9 / 9.3 eV. Its expectation value of S² is 0.750. The charge is -1. For the strongest force on any atom, the calculation gives 2.426 eV/A.



(3)
A cluster of 2 separate species, H4S3 in total, computed with wB97M-V/def2-TZVPD.

Element x y z (Å)
S 0.980 1.770 1.474
H 0.160 2.151 2.461
H 1.975 1.495 2.325
S 0.124 -1.513 -1.038
S -1.739 -1.043 -1.880
H -0.280 -2.717 -0.617
H -1.220 -0.142 -2.725

Its lowest unoccupied orbital energy is 0.01100 Ha. As for the multiplicity: 1. The electronic energy comes out at -1196.92828 Ha. Its SMILES is SS.S. For the energy above the lowest of the compared OMol25 structures with the same formula, charge and spin, the calculation gives 6.3 kcal per mole. The HOMO-LUMO gap is 8.8 eV. For the strongest force on any atom, the calculation gives 0.162 eV/A.



(4)
A cluster of 2 separate species, H4S4 in total, computed with wB97M-V/def2-TZVPD.

Element x y z (Å)
S 1.623 -0.212 1.631
S 2.215 -0.277 -0.420
H 0.300 -0.269 1.336
H 3.456 0.178 -0.163
S -2.349 -0.155 0.328
S -1.589 0.568 -1.536
H -1.943 -1.446 0.182
H -0.899 1.525 -0.896

Its lowest unoccupied orbital energy is -0.00401 Ha. As for the multiplicity: 1. The electronic energy comes out at -1595.11487 Ha. Its SMILES is SS.SS. For the energy above the lowest of the compared OMol25 structures with the same formula, charge and spin, the calculation gives 7.3 kcal per mole. The HOMO-LUMO gap is 8.5 eV. For the strongest force on any atom, the calculation gives 1.173 eV/A.



(5)
A cluster of 2 separate species, H4S4 in total, computed with wB97M-V/def2-TZVPD.

Element x y z (Å)
S -1.141 9.549 -2.068
S -0.630 7.500 -2.191
H -1.258 9.629 -0.725
H 0.603 7.555 -1.643
S 2.630 8.557 -2.409
S 1.785 9.679 -3.893
H 1.978 7.401 -2.657
H 2.755 9.646 -4.831

Its lowest unoccupied orbital energy is 0.00152 Ha. As for the multiplicity: 1. The electronic energy comes out at -1595.11594 Ha. Its SMILES is SS.SS. For the energy above the lowest of the compared OMol25 structures with the same formula, charge and spin, the calculation gives 6.6 kcal per mole. The HOMO-LUMO gap is 9.3 eV. For the strongest force on any atom, the calculation gives 0.929 eV/A.



(6)
A cluster of 2 separate species, H4S4 in total, computed with wB97M-V/def2-TZVPD.

Element x y z (Å)
S 0.807 -1.824 0.996
S 1.157 -2.561 2.924
H 1.360 -0.644 1.296
H 1.211 -3.882 2.704
S -1.497 1.872 -0.870
S -2.027 2.431 -2.802
H -0.161 1.855 -0.896
H -0.850 2.754 -3.352

Its lowest unoccupied orbital energy is 0.00347 Ha. As for the multiplicity: 1. The electronic energy comes out at -1595.10089 Ha. Its SMILES is SS.SS. For the energy above the lowest of the compared OMol25 structures with the same formula, charge and spin, the calculation gives 16.1 kcal per mole. The HOMO-LUMO gap is 8.7 eV. For the strongest force on any atom, the calculation gives 0.678 eV/A.



What did the second record say?
A cluster of 2 separate species, H4S2 in total, computed with wB97M-V/def2-TZVPD.

Element x y z (Å)
S -3.237 -2.593 -0.436
H -2.479 -2.069 -1.393
H -3.793 -3.357 -1.414
S 3.274 2.556 0.475
H 3.624 3.477 1.356
H 2.057 2.539 0.832

Its lowest unoccupied orbital energy (alpha / beta) is 0.11230 / 0.12312 Ha. As for the multiplicity: 2. The electronic energy comes out at -798.70121 Ha. For the energy above the lowest of the compared OMol25 structures with the same formula, charge and spin, the calculation gives 8.5 kcal per mole. The HOMO-LUMO gap (alpha / beta) is 1.9 / 9.3 eV. Its expectation value of S² is 0.750. The charge is -1. For the strongest force on any atom, the calculation gives 2.426 eV/A.



> strongest force on any atom of number 1 (H4P2S)?

2.282 eV/A